(1)
{"formula": "C4H7NO3S2", "method": "ωB97M-V with the def2-TZVPD basis set", "e_lumo_ha": 0.01379, "energy_ev": -33561.0640, "orbital_gap_ev": 9.8, "molar_mass_g_mol": 181.2, "symbols": ["H", "H", "O", "H", "H", "C", "O", "S", "H", "C", "N", "H", "H", "C", "S", "O", "C"], "positions_angstrom": [[-1.67167, 0.19317, -1.92109], [1.92197, -2.74780, -0.30901], [-3.03433, 1.43241, 0.64944], [2.14638, 2.45001, 1.44340], [3.63944, 1.60651, 1.36409], [2.62626, 1.36860, 1.25311], [1.71545, -2.06336, 0.28756], [0.75626, -0.72396, -0.20055], [-2.19208, 1.73058, -1.87174], [-2.54774, 0.68895, -0.16625], [-2.07219, 0.94364, -1.40031], [2.31543, 0.80392, 2.03801], [-1.93308, -2.91999, 0.53870], [-2.29935, -0.73220, 0.02809], [2.31307, 0.80272, -0.44867], [0.37621, -0.97524, -1.54807], [-2.06005, -1.85794, 0.26328]], "forces_ev_per_angstrom": [[0.202, -0.419, -0.089], [0.185, -0.989, -1.913], [-0.086, 0.160, -0.242], [0.593, -2.371, -0.648], [1.715, -0.216, -0.036], [-1.511, 4.614, -1.774], [-1.342, 2.797, 1.945], [2.933, -0.702, 1.836], [-0.714, 4.453, -2.021], [0.422, -0.570, -0.347], [0.480, -2.723, 1.396], [-0.977, -2.178, 1.907], [-0.020, 1.382, -0.472], [-0.932, 1.676, 0.907], [-0.493, -0.596, 0.493], [-0.701, -0.253, -1.939], [0.246, -4.064, 0.997]], "nbo_charge": [0.412, 0.497, -0.558, 0.217, 0.228, -0.742, -0.926, 1.468, 0.387, 0.603, -0.777, 0.226, 0.254, -0.122, -0.024, -0.947, -0.195]}


(2)
{"formula": "C2H7NS", "method": "ωB97M-V with the def2-TZVPD basis set", "e_lumo_ha": 0.02043, "energy_ev": -14510.1659, "orbital_gap_ev": 10.1, "molar_mass_g_mol": 77.2, "symbols": ["N", "H", "H", "H", "H", "S", "H", "H", "C", "H", "C"], "positions_angstrom": [[0.82776, 0.31686, -3.99567], [1.39433, 0.41665, -2.00878], [-1.29246, 0.02295, 3.81778], [0.74922, 1.97150, -2.53757], [-1.05819, 0.45788, -3.09446], [-0.71192, -0.79514, 4.78999], [-0.70176, -2.17236, 4.75588], [2.35828, 1.39447, -2.99194], [1.30394, 1.08813, -2.86899], [-0.88838, 0.32103, -5.01431], [-0.47553, 0.30987, -3.99473]], "forces_ev_per_angstrom": [[-2.820, 1.874, -0.280], [-0.161, 0.021, 0.333], [0.085, -2.109, 0.070], [-0.285, -0.244, -0.506], [-0.336, 0.544, 0.048], [0.760, 1.163, 1.354], [-0.845, 0.946, -1.425], [-0.491, -0.007, -0.440], [2.037, -1.029, 1.844], [-0.589, -1.134, 0.671], [2.646, -0.025, -1.670]], "nbo_charge": [-0.386, 0.197, 0.193, 0.190, 0.149, -0.382, 0.189, 0.209, -0.471, 0.185, -0.074]}